A cluster of 12 separate species, C54H129N3O12 in total, computed with ωB97M-V/def2-TZVPD.

Geometry as ORCA input:
```
! RIJCOSX wB97M-V def2-TZVPD def2/J DEFGRID3
* xyz 0 1
C 20.5596 35.8492 -10.5795
C 20.1791 36.1864 -12.0744
C 20.4830 34.9214 -12.8659
C 19.5580 33.7394 -12.5658
C 18.1210 34.1735 -12.7367
C 17.6247 35.5718 -12.1096
N 18.7453 36.5671 -12.3069
O 18.4388 37.8395 -11.9177
C 16.3937 36.0503 -12.9912
C 17.2110 35.2975 -10.6187
C 21.1070 37.3510 -12.5913
H 20.3459 36.7686 -10.0345
H 21.5984 35.5583 -10.4230
H 19.8796 35.1421 -10.1044
H 20.3789 35.2389 -13.9034
H 21.5217 34.5908 -12.8586
H 19.7544 33.1677 -11.6588
H 19.7237 32.9294 -13.2760
H 17.5157 33.4098 -12.2485
H 17.8171 34.1382 -13.7829
H 15.5363 35.4420 -12.7031
H 16.0407 37.0624 -12.7930
H 16.4343 36.0885 -14.0797
H 16.1701 35.0190 -10.4542
H 17.7740 34.4533 -10.2206
H 17.5045 36.0986 -9.9403
H 22.1184 36.9811 -12.7599
H 21.1992 38.1233 -11.8276
H 20.7536 37.7818 -13.5282
H 18.4833 38.2410 -12.7886
C 10.9062 21.4354 -3.9271
C 9.6780 20.8782 -4.6270
C 8.4240 21.6551 -4.1204
C 8.3763 23.0604 -4.6939
C 8.2570 22.9895 -6.2237
C 9.4484 22.2468 -6.8852
N 9.7643 20.9953 -6.1021
O 10.7567 20.1814 -6.7329
C 8.8724 21.8855 -8.2764
C 10.7312 23.1323 -6.9746
C 9.5643 19.3699 -4.3178
H 11.7776 21.0384 -4.4479
H 10.9533 21.1916 -2.8658
H 11.0062 22.5180 -4.0046
H 7.5451 21.1240 -4.4860
H 8.3255 21.7980 -3.0443
H 9.1448 23.7448 -4.3346
H 7.5872 23.7416 -4.3756
H 8.0997 23.9994 -6.6025
H 7.2915 22.5448 -6.4648
H 8.4988 22.6749 -8.9287
H 9.7840 21.5448 -8.7672
H 8.1014 21.1154 -8.3017
H 10.6894 23.8991 -7.7481
H 10.9134 23.6009 -6.0074
H 11.6448 22.5658 -7.1546
H 8.7133 18.9142 -4.8239
H 9.5068 19.1002 -3.2633
H 10.4956 18.9499 -4.6980
H 10.2123 19.4066 -6.8908
C 13.8913 17.1265 -13.6027
C 15.1386 17.3317 -14.4762
C 16.3083 17.4344 -13.4243
C 17.6930 17.3394 -14.0901
C 17.7563 15.9402 -14.7512
C 16.5820 15.6342 -15.7925
N 15.2623 16.1236 -15.3205
O 14.1801 15.8531 -16.0943
C 16.9782 16.3266 -17.1334
C 16.4747 14.1168 -15.9969
C 15.0471 18.6774 -15.3266
H 13.7979 16.0982 -13.2534
H 12.9609 17.2640 -14.1538
H 13.8992 17.7437 -12.7043
H 16.2283 18.4137 -12.9524
H 16.2677 16.8333 -12.5159
H 18.3960 17.4428 -13.2636
H 17.8590 18.2010 -14.7368
H 17.7211 15.1729 -13.9778
H 18.7255 15.9313 -15.2499
H 16.1985 16.1029 -17.8615
H 17.0756 17.4073 -17.0300
H 17.9100 15.8804 -17.4810
H 17.4953 13.7605 -16.1364
H 16.1076 13.7329 -15.0450
H 15.8844 13.7506 -16.8368
H 14.1103 18.7163 -15.8825
H 15.8846 18.8002 -16.0133
H 14.9228 19.5355 -14.6660
H 14.2115 16.5638 -16.7389
C 19.2087 26.4866 -12.9538
C 18.6937 26.4205 -11.4718
C 18.0503 25.1249 -11.2634
O 19.8299 26.5285 -10.6444
H 19.9063 27.3042 -13.1353
H 18.2826 26.5446 -13.5257
H 19.7223 25.5491 -13.1669
H 18.0375 27.2634 -11.2550
H 17.7151 24.9285 -10.2449
H 18.8041 24.3644 -11.4669
H 17.2646 25.0262 -12.0123
H 19.5522 26.6008 -9.7283
C 25.8662 29.1280 -17.7223
C 25.9910 30.3657 -16.8942
C 26.0605 31.7443 -17.7009
O 24.8207 30.3725 -16.0083
H 26.7876 29.0608 -18.3008
H 25.0117 29.0554 -18.3951
H 25.8569 28.2323 -17.1012
H 26.8554 30.2394 -16.2424
H 25.0223 32.0028 -17.9092
H 26.7487 31.7629 -18.5459
H 26.3566 32.5281 -17.0037
H 24.9412 29.6761 -15.3585
C 19.9362 23.4499 -21.3005
C 20.8766 23.3146 -20.0807
C 20.0656 23.1579 -18.8073
O 21.7038 22.1856 -20.2476
H 19.3763 24.3850 -21.3134
H 19.2729 22.5884 -21.3784
H 20.6507 23.4678 -22.1234
H 21.4636 24.2296 -20.0016
H 19.5245 24.0955 -18.6795
H 20.8147 23.0741 -18.0200
H 19.3326 22.3535 -18.7465
H 22.2816 22.2299 -19.4823
C 17.9878 21.2086 -5.4620
C 17.7792 22.5131 -4.5845
C 17.4168 22.2771 -3.1096
O 19.0284 23.2402 -4.6768
H 18.5342 20.4883 -4.8530
H 18.5153 21.3445 -6.4061
H 17.0267 20.7491 -5.6927
H 17.0673 23.1254 -5.1379
H 16.8928 23.1566 -2.7355
H 18.2088 22.0169 -2.4074
H 16.7514 21.4223 -2.9889
H 18.9296 24.1705 -4.4615
C 17.4919 32.6059 -20.2743
C 18.6358 31.6666 -20.5449
C 18.9297 30.8920 -19.2831
O 18.2832 30.7833 -21.5058
H 17.7504 33.3539 -19.5247
H 16.6106 32.0955 -19.8858
H 17.2729 33.2034 -21.1592
H 19.5403 32.1209 -20.9494
H 19.1505 31.6406 -18.5222
H 19.8448 30.3008 -19.3153
H 18.1405 30.2049 -18.9778
H 18.1294 31.3508 -22.2647
C 26.2690 22.3864 -6.8980
C 24.7398 22.6965 -7.0455
C 24.2404 22.2328 -8.4405
O 23.9143 21.9780 -6.0428
H 26.5591 21.3371 -6.9502
H 26.6345 22.6891 -5.9168
H 26.8502 22.9391 -7.6361
H 24.5151 23.7590 -6.9520
H 24.5354 21.2050 -8.6517
H 24.8220 22.7324 -9.2152
H 23.1689 22.3238 -8.6186
H 23.0524 22.3986 -6.0005
C 27.7229 26.8557 -11.8878
C 26.4935 27.5082 -11.2087
C 26.6925 28.9632 -10.8810
O 25.3707 27.4576 -12.0189
H 27.9949 27.3566 -12.8168
H 27.7000 25.7844 -12.0874
H 28.6608 26.9929 -11.3495
H 26.3902 26.9310 -10.2898
H 25.8728 29.5748 -10.5042
H 27.0517 29.4645 -11.7798
H 27.4741 28.9375 -10.1216
H 24.5834 27.3030 -11.4917
C 11.5146 26.9315 -14.1033
C 12.4397 27.5436 -15.2026
C 13.4837 28.5143 -14.7405
O 13.0582 26.4195 -15.8731
H 10.9248 27.6656 -13.5544
H 12.0191 26.3355 -13.3427
H 10.8892 26.2002 -14.6152
H 11.8577 28.0838 -15.9492
H 13.1532 29.5519 -14.7883
H 14.4040 28.5750 -15.3214
H 13.6127 28.2663 -13.6870
H 13.5076 26.7384 -16.6592
C 15.9917 28.5136 -4.8037
C 17.1507 29.1151 -4.0284
C 17.0331 28.8546 -2.5131
O 18.4293 28.5982 -4.4289
H 15.1209 29.1412 -4.9933
H 15.6117 27.6506 -4.2569
H 16.1992 28.0992 -5.7902
H 17.0349 30.1968 -4.0964
H 16.2764 29.4787 -2.0378
H 17.9562 29.0781 -1.9782
H 16.9545 27.7793 -2.3527
H 19.1063 29.2304 -4.1767
*
```

Kohn-Sham gap: 7.948 eV
Structure (SMILES): CC1(C)CCCC(C)(C)N1O.CC1(C)CCCC(C)(C)N1O.CC1(C)CCCC(C)(C)N1O.CC(C)O.CC(C)O.CC(C)O.CC(C)O.CC(C)O.CC(C)O.CC(C)O.CC(C)O.CC(C)O

=====

The molecule CH4N2P2, computed with ωB97M-V/def2-TZVPD.

Geometry as ORCA input:
```
! RIJCOSX wB97M-V def2-TZVPD def2/J DEFGRID3
* xyz 0 1
C 1.0543 -0.3705 -1.2121
N -1.6750 -0.9252 -0.5754
N 1.3011 0.1224 -0.1048
P -1.5498 -0.0446 0.6115
P 0.2522 1.1009 0.8539
H 1.9542 -0.6676 -1.7791
H 0.1149 -0.2995 -1.7092
H -2.4762 0.5529 1.5875
H 0.3344 0.2513 2.0763
*
```

Kohn-Sham gap: 8.413 eV
Structure (SMILES): C=NP[PH]#N

=====

The molecule C5H6ClNO, computed with ωB97M-V/def2-TZVPD.

Geometry as ORCA input:
```
! RIJCOSX wB97M-V def2-TZVPD def2/J DEFGRID3
* xyz 0 1
C -0.0478 0.3082 -1.3583
C -0.0169 -1.0078 -1.1052
C 0.1836 1.4854 -0.3632
C 0.2122 -1.6886 0.1097
C -0.0934 0.9763 1.0539
N 0.3441 -2.3974 1.0160
O 0.5371 -2.9763 2.0276
Cl -1.8082 0.2811 1.0746
H -0.2672 0.5506 -2.3319
H -0.3152 -1.5481 -2.0877
H 1.1621 1.7671 -0.3411
H -0.3585 2.2907 -0.8612
H 0.4909 0.1430 1.4882
H -0.0226 1.8157 1.6786
*
```

Kohn-Sham gap: 9.575 eV
Structure (SMILES): [O-][N+]#C/C=C\CCCl

=====

A structure of composition C41H35N8O3S3Ta, computed with ωB97M-V/def2-TZVPD.

Geometry as ORCA input:
```
! RIJCOSX wB97M-V def2-TZVPD def2/J DEFGRID3
* xyz 2 1
Ta 0.5784 0.0818 0.6363
C 2.7780 -3.7221 1.9552
C 2.5537 -3.0574 0.6357
N 3.2921 -2.0667 0.3080
N 3.2969 -1.7257 -1.0092
C 3.0987 -0.5772 -1.4774
S 2.4935 0.8766 -0.5714
S 3.3274 -0.1492 -3.1552
C 4.1576 -1.6341 -3.8220
C 3.3525 -2.2955 -4.9058
C 3.9117 -2.5127 -6.1578
C 3.1967 -3.1892 -7.1391
C 1.9140 -3.6432 -6.8752
C 1.3443 -3.4153 -5.6276
C 2.0604 -2.7451 -4.6501
C 1.5184 -3.5897 -0.2977
C 1.4877 -4.9126 -0.7175
C 0.5570 -5.3368 -1.6584
C -0.3667 -4.4425 -2.1781
C -0.3775 -3.1242 -1.7441
C 0.5561 -2.7249 -0.8118
O 0.5037 -1.4266 -0.3157
H 3.3514 -3.0760 2.6177
H 3.3643 -4.6321 1.7957
H 1.8385 -4.0191 2.4240
H 4.2955 -2.2945 -2.9678
H 5.1287 -1.3042 -4.1824
H 4.9140 -2.1571 -6.3680
H 3.6421 -3.3552 -8.1110
H 1.3557 -4.1646 -7.6421
H 0.3371 -3.7584 -5.4232
H 1.6163 -2.5646 -3.6752
H 2.2155 -5.6098 -0.3206
H 0.5532 -6.3677 -1.9849
H -1.0871 -4.7719 -2.9152
H -1.1091 -2.4115 -2.1067
C 3.4948 7.3314 0.6196
C 2.5946 6.1604 0.8887
C 3.1452 4.8945 1.1222
C 2.3441 3.7956 1.3503
C 0.9605 3.9774 1.3390
C 0.3793 5.2281 1.1398
C 1.2076 6.3101 0.9168
S -0.0888 2.6250 1.5167
O -1.2973 2.9588 2.1874
O 0.7192 1.4937 2.1310
N -0.3090 1.8435 0.1277
C -1.2502 1.9594 -0.9123
C -1.9450 3.0985 -1.2595
C -2.7803 3.0152 -2.3637
C -2.8923 1.8147 -3.0476
C -2.1698 0.7238 -2.5907
N -1.3603 0.7882 -1.5341
H 3.9321 7.2431 -0.3776
H 4.3197 7.3555 1.3323
H 2.9577 8.2763 0.6726
H 4.2217 4.7758 1.1238
H 2.7796 2.8295 1.5684
H -0.6967 5.3446 1.1873
H 0.7715 7.2899 0.7672
H -1.8325 4.0159 -0.6977
H -3.3346 3.8854 -2.6902
H -3.5272 1.7228 -3.9172
H -2.2453 -0.2392 -3.0830
N 0.7222 -1.2715 4.7101
C 0.2964 -1.4295 3.4602
N 1.1859 -1.0195 2.5675
C 2.2853 -0.5447 3.3223
C 3.5169 -0.0253 2.9281
C 4.3800 0.3767 3.9263
C 4.0453 0.2613 5.2863
C 2.8470 -0.2876 5.6862
C 1.9885 -0.6962 4.6722
H 0.2162 -1.5408 5.5395
H -0.6511 -1.8816 3.2162
H 3.8002 0.0199 1.8858
H 5.3462 0.7826 3.6591
H 4.7486 0.6028 6.0345
H 2.5914 -0.3970 6.7319
N -3.9856 -4.4989 -0.3406
C -3.7981 -3.4737 0.1422
C -3.4951 -2.1916 0.7243
C -4.4751 -1.3348 1.2127
C -4.0763 -0.1199 1.7408
C -2.7350 0.2126 1.7401
N -1.7854 -0.6121 1.2646
C -2.1681 -1.7993 0.7839
H -5.5181 -1.6207 1.1796
H -4.8007 0.5704 2.1503
H -2.4058 1.1643 2.1288
H -1.4038 -2.4743 0.4351
*
```

Kohn-Sham gap: 5.876 eV

=====

A structure of composition C3H3NO2, computed with ωB97M-V/def2-TZVPD.

Geometry as ORCA input:
```
! RIJCOSX wB97M-V def2-TZVPD def2/J DEFGRID3
* xyz 0 1
C -0.2538 -1.2749 -0.1777
C 0.1658 -0.2973 0.7241
C 0.0530 -0.3211 -1.2592
N 0.6949 0.4909 -0.2609
O 0.1182 -0.2482 -2.4767
O -0.3147 2.1295 -0.5938
H -0.4528 -2.3249 -0.1385
H 0.2187 0.0313 1.7299
H 0.3339 2.6053 -0.1113
*
```

Kohn-Sham gap (alpha / beta): 8.939 / 9.192 eV

=====

A structure of composition C17H24F6N6O3RuSSb, computed with ωB97M-V/def2-TZVPD.

Geometry as ORCA input:
```
! RIJCOSX wB97M-V def2-TZVPD def2/J DEFGRID3
* xyz 0 2
Ru -1.5198 0.1359 0.3590
O -1.8011 -1.6129 1.8062
N -1.4001 -2.7351 1.3819
N -0.7782 -2.7902 0.2721
O -0.5237 -1.7672 -0.4815
C -0.4975 -4.0776 -0.2402
C -0.0079 -4.1953 -1.5346
C 0.1789 -5.4540 -2.0753
C -0.1186 -6.5837 -1.3306
C -0.5933 -6.4595 -0.0328
C -0.7814 -5.2075 0.5196
H 0.2104 -3.3007 -2.0947
H 0.5603 -5.5519 -3.0794
H 0.0279 -7.5634 -1.7577
H -0.8132 -7.3401 0.5544
H -1.1526 -5.0879 1.5226
C -3.0728 -1.5462 -5.1038
C -3.2174 -1.4544 -3.6266
C -3.1990 -2.5790 -2.7912
C -3.2371 -2.3523 -1.4272
N -3.3067 -1.1240 -0.9146
C -3.3963 -0.1286 -1.8006
S -3.4595 1.5265 -1.1272
N -3.3513 -0.2407 -3.1099
H -3.6734 -2.3612 -5.4993
H -2.0301 -1.7486 -5.3500
H -3.3647 -0.6038 -5.5567
H -3.1187 -3.5764 -3.1927
H -3.1958 -3.1731 -0.7214
N -1.1274 0.8891 3.4928
C -0.6878 1.8758 2.6743
N 0.2548 2.7050 3.1645
O -1.2228 2.0881 1.5718
H -0.5316 0.5382 4.2245
H -1.7481 0.2003 3.0741
H 0.8274 2.4122 3.9396
H 0.6761 3.3477 2.5099
C -1.2878 3.0055 -4.0079
C -1.8285 3.3377 -2.6060
C -0.7820 4.1523 -1.8232
C -3.1357 4.1195 -2.7119
C -2.0159 2.0456 -1.9040
H -1.1248 3.9205 -4.5719
H -2.0008 2.3818 -4.5419
H -0.3442 2.4712 -3.9318
H -0.4827 5.0286 -2.3929
H 0.0985 3.5455 -1.6236
H -1.2015 4.4676 -0.8706
H -2.9825 5.0222 -3.2983
H -3.4982 4.3940 -1.7237
H -3.9005 3.5181 -3.1966
H -1.2445 1.2928 -2.0169
F 0.6741 0.7583 -0.9230
Sb 2.1003 0.7389 0.4296
F 1.6164 2.5884 0.7046
F 0.7344 -0.1050 1.5930
F 3.0721 0.8818 2.0804
F 2.6412 -1.0407 -0.0020
F 3.3895 1.3770 -0.8064
*
```

Kohn-Sham gap (alpha / beta): 5.775 / 5.830 eV

=====

The molecule C15H17N5O2, computed with ωB97M-V/def2-TZVPD.

Geometry as ORCA input:
```
! RIJCOSX wB97M-V def2-TZVPD def2/J DEFGRID3
* xyz 0 1
O -7.4652 -0.2188 -0.1746
C -6.6269 -1.1186 0.4993
C -5.1534 -0.8695 0.1743
O -4.8301 0.4197 0.6668
C -3.4604 0.7203 0.6860
C -2.8627 0.9630 -0.7144
N -1.5014 1.4236 -0.6341
C -0.4632 0.5694 -0.5318
N -0.6893 -0.7367 -0.6772
C 0.3395 -1.5710 -0.6220
N 1.6096 -1.2962 -0.4281
C 1.8555 0.0099 -0.2770
N 3.0385 0.6415 -0.0603
N 2.8484 1.9725 0.0369
C 1.5734 2.2164 -0.1117
C 0.8586 1.0150 -0.3181
H 1.2098 3.2244 -0.0693
C 4.3240 0.1019 0.0603
C 5.3952 0.9624 0.2826
C 6.6714 0.4475 0.4040
C 6.8871 -0.9176 0.3053
C 5.8171 -1.7687 0.0840
C 4.5334 -1.2692 -0.0397
H 3.6949 -1.9240 -0.2123
H 5.9809 -2.8332 0.0063
H 7.8860 -1.3162 0.4005
H 7.5019 1.1159 0.5763
H 5.2076 2.0215 0.3562
H 0.0950 -2.6177 -0.7488
H -1.3392 2.3843 -0.3773
H -2.8493 0.0280 -1.2768
H -3.4632 1.7061 -1.2447
H -2.8926 -0.0827 1.1781
H -3.3760 1.6334 1.2841
H -4.5245 -1.6305 0.6549
H -5.0053 -0.9177 -0.9121
H -6.9161 -2.1193 0.1725
H -6.7689 -1.0386 1.5863
H -7.1401 0.6695 0.0159
*
```

Kohn-Sham gap: 8.946 eV
Structure (SMILES): OCCOCCNc1ncnc2c1cnn2-c1ccccc1

=====

A cluster of 5 separate species, C10H20Cl10 in total, computed with ωB97M-V/def2-TZVPD.

Geometry as ORCA input:
```
! RIJCOSX wB97M-V def2-TZVPD def2/J DEFGRID3
* xyz 0 1
Cl 1.1952 4.0349 -2.5267
C 2.1351 5.2947 -3.4165
C 3.0217 6.1486 -2.5551
Cl 2.2264 6.9700 -1.2119
H 1.3779 5.8414 -3.9776
H 2.7433 4.7978 -4.1878
H 3.4696 6.9233 -3.1571
H 3.8283 5.5679 -2.1084
Cl 3.2131 -4.9522 -1.6542
C 3.1733 -5.1597 0.0866
C 2.1995 -4.1110 0.6730
Cl 2.1674 -4.2096 2.5006
H 4.1693 -5.0231 0.4721
H 2.8176 -6.1795 0.2857
H 1.1915 -4.3046 0.3293
H 2.5036 -3.1048 0.4881
Cl 2.3846 -0.8621 -2.5939
C 1.4588 0.2974 -1.6320
C 0.9635 -0.3152 -0.3336
Cl 2.3454 -0.6558 0.7421
H 0.6023 0.6178 -2.2518
H 2.0030 1.1990 -1.4150
H 0.4023 -1.2557 -0.4471
H 0.2912 0.3327 0.1848
Cl -5.9408 -0.4729 0.6159
C -5.1229 0.8256 1.5676
C -4.0174 1.6129 0.8969
Cl -2.6141 0.6799 0.3786
H -4.7757 0.4561 2.5011
H -5.8916 1.5288 1.9503
H -3.6368 2.2884 1.6678
H -4.3455 2.2388 0.0507
Cl -1.8074 -2.9836 0.3166
C -2.5288 -2.4771 1.8518
C -1.3864 -1.8489 2.6321
Cl -2.0205 -1.1864 4.1961
H -3.0307 -3.2702 2.4285
H -3.2549 -1.7049 1.5980
H -0.8800 -1.0362 2.1366
H -0.6305 -2.5428 2.9178
*
```

Kohn-Sham gap: 11.038 eV
Structure (SMILES): ClCCCl.ClCCCl.ClCCCl.ClCCCl.ClCCCl